Below is a structure of composition C37H46N4P2SSi2V, with properties calculated with ωB97M-V with the def2-TZVPD basis set.

Last column: Löwdin spin population.
Element x y z (Å)
V 1.1020 0.9243 -0.1514  1.17
C 2.8142 -1.7850 -3.7344  0.00
Si 2.2468 -0.1230 -3.1374  0.00
C 1.1738 0.6919 -4.4309  0.00
C 3.6645 0.9767 -2.6457  0.00
N 1.2761 -0.2778 -1.6666  -0.02
P -0.0877 -1.0976 -1.1844  0.00
C -0.3071 -0.1648 0.2703  -0.11
P 0.2984 -0.3589 1.8884  0.00
N 1.6024 0.6574 1.6594  -0.02
Si 2.5975 1.7099 2.7110  0.00
C 3.9179 2.3424 1.5636  0.00
C 3.2926 0.7187 4.1190  0.00
C 1.4959 3.0572 3.3479  0.00
C -0.8004 0.1597 3.1900  0.00
C -1.7699 1.1275 2.9355  0.00
C -2.5301 1.6236 3.9810  0.00
C -2.3248 1.1575 5.2729  0.00
C -1.3577 0.1947 5.5300  0.00
C -0.5932 -0.3075 4.4899  0.00
C 0.8764 -2.0032 2.2610  0.00
C -0.0526 -3.0143 2.5167  0.00
C 0.3897 -4.2936 2.8024  0.00
C 1.7539 -4.5606 2.8475  0.00
C 2.6772 -3.5588 2.5894  0.00
C 2.2407 -2.2789 2.2806  0.00
C -1.4597 -0.9116 -2.3276  0.00
C -1.4597 -1.6527 -3.5107  0.00
C -2.4706 -1.4783 -4.4415  0.00
C -3.4988 -0.5820 -4.1842  0.00
C -3.5121 0.1449 -3.0020  0.00
C -2.4892 -0.0094 -2.0758  0.00
C 0.2021 -2.8468 -1.0169  0.00
C 1.4986 -3.3222 -0.8308  0.00
C 1.7138 -4.6826 -0.6797  0.00
C 0.6395 -5.5612 -0.7005  0.00
C -0.6561 -5.0884 -0.8655  0.00
C -0.8792 -3.7312 -1.0217  0.00
H 3.2847 -1.6952 -4.7157  0.00
H 1.9856 -2.4910 -3.8333  0.00
H 3.5498 -2.2254 -3.0589  0.00
H 1.7856 1.1715 -5.1969  0.00
H 0.5463 1.4583 -3.9666  0.00
H 0.5110 -0.0194 -4.9263  0.00
H 4.4284 1.0092 -3.4243  0.00
H 4.1524 0.6021 -1.7406  0.00
H 3.3409 2.0057 -2.4703  0.00
H 4.4645 1.5184 1.0988  0.00
H 4.6462 2.9504 2.1026  0.00
H 3.5063 2.9787 0.7728  0.00
H 3.7225 -0.2327 3.8037  0.00
H 2.5329 0.5191 4.8772  0.00
H 4.0871 1.2900 4.6047  0.00
H 1.0667 3.6548 2.5414  0.00
H 2.0660 3.7244 3.9978  0.00
H 0.6773 2.6410 3.9403  0.00
H -1.8890 1.5109 1.9287  0.00
H -3.2776 2.3853 3.8035  0.00
H -2.9199 1.5509 6.0860  0.00
H -1.2025 -0.1636 6.5382  0.00
H 0.1593 -1.0612 4.6869  0.00
H -1.1150 -2.7978 2.5105  0.00
H -0.3243 -5.0799 3.0060  0.00
H 2.0966 -5.5584 3.0881  0.00
H 3.7367 -3.7727 2.6311  0.00
H 2.9542 -1.4916 2.0751  0.00
H -0.6729 -2.3734 -3.7021  0.00
H -2.4700 -2.0545 -5.3567  0.00
H -4.3022 -0.4672 -4.9002  0.00
H -4.3379 0.8103 -2.7890  0.00
H -2.5038 0.5368 -1.1381  0.00
H 2.3328 -2.6327 -0.8224  0.00
H 2.7197 -5.0586 -0.5508  0.00
H 0.8127 -6.6234 -0.5881  0.00
H -1.4889 -5.7781 -0.8831  0.00
H -1.8885 -3.3653 -1.1668  0.00
C -3.1273 3.7052 -3.8979  0.00
C -2.7603 3.6050 -2.4604  0.00
C -3.6215 3.7377 -1.3998  0.00
C -3.1215 3.5791 -0.1059  0.00
N -1.8257 3.3258 0.1328  0.00
C -1.0041 3.2364 -0.8878  0.00
S 0.7409 3.1661 -0.7155  -0.01
N -1.4640 3.3740 -2.1585  0.00
C -4.0151 3.6607 1.0832  0.00
H -4.2065 3.6670 -4.0196  0.00
H -2.6767 2.8915 -4.4699  0.00
H -2.7684 4.6532 -4.3043  0.00
H -4.6682 3.9405 -1.5725  0.00
H -0.7825 3.3080 -2.9068  0.00
H -4.9485 4.1695 0.8571  0.00
H -3.4979 4.1637 1.8985  0.00
H -4.2516 2.6446 1.4153  0.00

Summary:
<S²>	0.803
total charge	+2
HOMO-LUMO gap (alpha / beta)	7.814 / 8.229	eV
E_LUMO (alpha / beta)	-6.2 / -5.8	eV
HOMO energy (alpha / beta)	-13.99 / -14.05	eV
spin multiplicity	2
E_tot	-4260.14793	Ha

Below is a structure of composition C37H47BrMnN7PS2, with properties calculated with ωB97M-V with the def2-TZVPD basis set.

Last column: Löwdin spin population.
Element x y z (Å)
Mn 0.1758 -0.2931 -0.1073  0.75
N -2.4772 0.7514 3.2452  0.00
C -1.7231 0.6278 2.1566  -0.01
S -0.3304 -0.4112 2.2489  -0.02
N -2.0195 1.2583 1.0541  -0.01
N -1.2866 1.0076 -0.0213  -0.02
C -1.6773 1.5580 -1.1528  0.02
C -2.8496 2.4488 -1.2320  0.00
C -2.6889 3.7861 -1.5895  0.00
C -3.7819 4.6333 -1.5958  0.00
C -5.0408 4.1497 -1.2787  0.00
C -5.2099 2.8126 -0.9573  0.00
C -4.1178 1.9657 -0.9194  0.00
C -0.9156 1.1784 -2.3168  0.00
C -1.1885 1.6672 -3.5996  0.00
C -0.4448 1.2084 -4.6676  0.00
C 0.5679 0.2837 -4.4257  0.00
C 0.7911 -0.1434 -3.1277  0.00
N 0.0677 0.2683 -2.0845  0.00
H -2.1920 0.3011 4.1003  0.00
H -3.2642 1.3813 3.2487  0.00
H -1.7003 4.1579 -1.8187  0.00
H -3.6434 5.6766 -1.8324  0.00
H -5.8849 4.8195 -1.2533  0.00
H -6.1912 2.4343 -0.7199  0.00
H -4.2432 0.9278 -0.6464  0.00
H -1.9806 2.3902 -3.7237  0.00
H -0.6432 1.5621 -5.6680  0.00
H 1.1735 -0.1054 -5.2274  0.00
H 1.5905 -0.8385 -2.9130  0.00
S 1.5797 -4.6349 -1.2408  0.00
C 1.0590 -3.0074 -1.3646  0.00
N 1.2667 -2.2290 -0.3366  0.00
C 1.8860 -2.9348 0.6768  0.00
C 2.2518 -2.4447 1.9302  0.00
C 2.8466 -3.2976 2.8337  0.00
C 3.0827 -4.6364 2.5180  0.00
C 2.7407 -5.1407 1.2802  0.00
C 2.1443 -4.2846 0.3658  0.00
H 0.5712 -2.6893 -2.2692  0.00
H 2.0442 -1.4143 2.1750  0.00
H 3.1280 -2.9295 3.8074  0.00
H 3.5362 -5.2820 3.2533  0.00
H 2.9158 -6.1723 1.0251  0.00
C 4.0946 -0.1508 -1.2210  0.00
C 4.0354 1.3735 -1.1160  0.00
C 3.4111 1.9036 -2.4053  0.00
C 5.4293 1.9608 -0.9544  0.00
P 2.8200 1.8087 0.3167  0.04
N 1.6004 0.7854 0.2015  0.20
C 3.6695 1.5818 2.0362  0.01
C 4.4730 0.2823 1.9880  0.00
C 2.5671 1.4351 3.0841  0.00
C 4.5977 2.7300 2.4099  0.00
C 2.1530 3.6109 0.1428  0.01
C 1.1265 3.6588 -0.9891  0.00
C 1.4014 3.9294 1.4352  0.00
C 3.2491 4.6367 -0.1090  0.00
H 4.4228 -0.4344 -2.2191  0.00
H 3.0992 -0.5669 -1.0538  0.00
H 4.7916 -0.5927 -0.5168  0.00
H 3.9610 1.5154 -3.2595  0.00
H 3.4627 2.9838 -2.4692  0.00
H 2.3779 1.5758 -2.4855  0.00
H 6.0002 1.7256 -1.8523  0.00
H 5.9676 1.5385 -0.1119  0.00
H 5.4042 3.0413 -0.8492  0.00
H 3.9108 -0.5135 1.5088  0.00
H 4.7001 -0.0310 3.0055  0.00
H 5.4223 0.4128 1.4779  0.00
H 1.7631 0.8029 2.7108  0.00
H 2.1453 2.3903 3.3729  0.00
H 2.9791 0.9780 3.9817  0.00
H 5.3586 2.9066 1.6548  0.00
H 5.1030 2.4594 3.3371  0.00
H 4.0572 3.6541 2.5937  0.00
H 0.4427 2.8173 -0.8958  0.00
H 1.5711 3.6495 -1.9774  0.00
H 0.5539 4.5797 -0.8949  0.00
H 0.7111 3.1217 1.6790  0.00
H 0.8169 4.8383 1.3013  0.00
H 2.0717 4.1074 2.2692  0.00
H 3.6945 4.5177 -1.0913  0.00
H 4.0360 4.6064 0.6365  0.00
H 2.8025 5.6292 -0.0779  0.00
Br -5.0186 -1.8740 -2.4120  0.00
C -3.6608 -2.2750 -1.1470  0.00
C -3.8148 -3.2694 -0.1900  0.00
C -2.7479 -3.4976 0.6611  0.00
C -1.6188 -2.7036 0.5721  0.00
N -1.4854 -1.7170 -0.3208  -0.01
C -2.4830 -1.5399 -1.1806  0.00
H -4.7276 -3.8364 -0.1064  0.00
H -2.7836 -4.2809 1.3991  0.00
H -0.7988 -2.8639 1.2581  0.00
H -2.3732 -0.7782 -1.9380  0.00

Summary:
<S²>	0.809
total charge	+2
HOMO-LUMO gap (alpha / beta)	5.687 / 5.891	eV
E_LUMO (alpha / beta)	-7.4 / -7.2	eV
HOMO energy (alpha / beta)	-13.11 / -13.13	eV
spin multiplicity	2
E_tot	-6683.67525	Ha

Below is a cluster of 3 separate species, C37H47ClN3O12 in total, with properties calculated with ωB97M-V with the def2-TZVPD basis set.

Last column: Mulliken charge in e.
Element x y z (Å)
C -3.7574 -0.4264 1.4264  0.04
C -2.9528 -1.1863 1.0041  -0.36
C -1.9078 -2.0913 0.6011  -0.90
N -0.6261 -1.6864 1.2118  1.67
N -0.4273 -2.3025 2.3806  -1.38
C 0.6450 -1.9790 3.0574  1.61
Cl 0.8244 -2.8276 4.5150  -0.10
C 1.5739 -1.0104 2.6176  -0.57
C 2.7110 -0.5494 3.4574  -2.18
C 2.3010 0.7325 4.2032  -0.85
C 1.5145 0.5453 5.4973  -1.17
C -0.0070 0.4954 5.3611  -0.20
C -0.6700 -0.1573 6.5831  -0.72
C -1.6616 -1.3022 6.3265  -0.31
C -2.9144 -1.2618 7.2030  -0.67
O -4.1239 -1.4094 6.4883  -0.41
C -4.6886 -2.6976 6.5644  -0.67
C 1.3479 -0.4647 1.3818  2.41
C 2.2748 0.5499 0.7893  -1.85
C 3.1776 -0.0064 -0.3302  -0.80
C 3.7056 -1.4174 -0.1042  -0.97
C 2.8007 -2.4960 -0.6441  0.02
O 3.6248 -3.6070 -1.0050  -0.33
C 3.0128 -4.8301 -0.8947  0.71
C 2.1570 -5.1462 -2.0617  -0.80
O 3.1719 -5.5168 0.0603  -0.54
C 0.2000 -0.8137 0.6667  0.74
C -0.1709 -0.2040 -0.6256  -2.75
C -1.1330 0.9485 -0.3516  0.44
O -1.1831 1.3757 0.7792  -0.59
N -1.7590 1.5146 -1.4233  0.23
C -2.0890 0.6010 -2.5287  -1.09
C -2.9314 2.3070 -1.0109  -1.03
H -4.4777 0.2489 1.8064  0.42
H -1.7922 -2.1556 -0.4712  0.30
H -2.1032 -3.0868 0.9753  0.56
H 3.5377 -0.3214 2.8047  0.32
H 3.0020 -1.3088 4.1644  0.94
H 3.2091 1.2817 4.4147  0.58
H 1.7263 1.3551 3.5237  0.41
H 1.8541 -0.3359 6.0294  0.48
H 1.7736 1.3866 6.1288  0.35
H -0.2983 0.0117 4.4342  -0.14
H -0.3588 1.5167 5.2745  0.50
H 0.1247 -0.5613 7.1979  0.37
H -1.1566 0.6047 7.1758  0.44
H -1.9669 -1.3649 5.2886  0.19
H -1.1427 -2.2313 6.5392  0.20
H -2.9613 -0.3136 7.7262  0.35
H -2.8684 -2.0336 7.9635  0.39
H -4.5254 -3.1400 7.5422  0.32
H -4.2776 -3.3655 5.8135  0.25
H -5.7559 -2.6139 6.4070  0.26
H 1.6867 1.3765 0.4140  0.38
H 2.9105 0.9233 1.5703  0.63
H 2.6596 0.0196 -1.2821  0.36
H 4.0169 0.6686 -0.4210  0.48
H 4.6553 -1.5122 -0.6150  0.78
H 3.9220 -1.5998 0.9409  0.14
H 2.0975 -2.8302 0.1150  0.50
H 2.2625 -2.1540 -1.5247  -0.17
H 2.3330 -4.4842 -2.8854  0.17
H 2.2848 -6.1759 -2.3595  0.39
H 1.1196 -5.0335 -1.7657  0.22
H 0.6968 0.2413 -1.0858  0.20
H -0.5272 -0.9440 -1.3230  0.67
H -2.5722 1.1701 -3.3070  0.44
H -1.1983 0.1731 -2.9619  0.36
H -2.7766 -0.1785 -2.2110  0.31
H -3.7075 1.6567 -0.6181  0.30
H -3.3201 2.8200 -1.8744  0.34
H -2.6569 3.0462 -0.2814  0.37
C 3.8906 -0.9988 -6.6092  -0.95
C 2.8864 -1.4324 -5.8362  0.21
C 3.1115 -1.9253 -4.4271  1.12
O 2.1169 -2.2765 -3.8022  -0.70
C 4.4486 -1.9617 -3.8981  -0.99
C 5.4619 -1.5321 -4.6716  0.40
C 5.2389 -1.0106 -6.0778  0.89
O 6.2271 -0.6334 -6.6727  -0.60
O 6.7199 -1.5175 -4.2969  -0.58
O 1.6197 -1.4689 -6.2177  -0.62
H 3.7399 -0.6405 -7.6174  0.45
H 4.5967 -2.3417 -2.8955  0.59
H 7.2360 -1.1586 -5.0477  0.38
H 1.1130 -1.8314 -5.4676  0.38
C -4.5175 6.7798 -3.5792  -1.12
C -4.9094 7.2820 -4.7627  0.34
C -4.4205 6.7185 -6.0817  1.06
O -4.8557 7.2402 -7.0876  -0.60
C -3.4784 5.6154 -6.0619  -0.93
C -3.0879 5.1265 -4.8794  0.30
C -3.5995 5.6713 -3.5667  1.18
O -3.1877 5.1092 -2.5622  -0.61
O -2.2271 4.1289 -4.7264  -0.63
O -5.7439 8.2891 -4.8962  -0.56
H -4.8660 7.1717 -2.6344  0.45
H -3.1199 5.2295 -7.0055  0.44
H -2.1178 4.0245 -3.7608  0.32
H -5.8561 8.4408 -5.8560  0.38

Summary:
total charge	+1
HOMO-LUMO gap	7.466	eV
E_LUMO	-3.9	eV
HOMO energy	-11.39	eV
E_tot	-2965.08213	Ha

In order of appearance, maximum force = 0.9 4.9 1.3 eV/Å.